*P*
DFT (wB97M-V/def2-TZVPD) results for a cluster of 2 separate species, C3H7N3O in total.

Geometry as ORCA input:
```
! wB97M-V def2-TZVPD RIJCOSX def2/J DEFGRID3
* xyz 2 1
C -1.6410 0.2180 0.2742
C 1.8885 -0.7300 -0.1618
C -2.7494 0.7817 -0.3657
N -0.6415 0.0026 0.7923
N 1.8538 -2.0014 -0.2514
N 2.1472 0.4035 -0.0389
O 1.8156 1.6502 0.0535
H -2.4300 1.6466 -0.8413
H -3.4081 1.0801 0.3945
H -3.3428 -0.0307 -0.9761
H 1.4524 -2.5705 -0.9675
H 2.6776 -2.5962 -0.0114
H -0.1707 0.0554 1.6798
H 2.5485 2.0907 0.4198
*
```

LUMO = -8.89 eV

*Q*
DFT (wB97M-V/def2-TZVPD) results for a cluster of 2 separate species, C3H7N3O in total.

Geometry as ORCA input:
```
! wB97M-V def2-TZVPD RIJCOSX def2/J DEFGRID3
* xyz 2 1
C -0.0277 1.6052 0.7647
C 0.2273 2.7966 1.5119
C 0.4592 -2.8197 -1.2487
N -0.3426 0.8010 0.0174
N -0.9102 -0.8399 -1.6108
N -0.5959 -2.0619 -1.7569
O -1.4336 -2.4894 -2.5333
H -0.6781 3.3658 1.7062
H 1.0841 3.3285 1.2143
H 0.4860 2.3656 2.5131
H 0.3366 -3.2083 -0.2376
H 1.3782 -2.1639 -1.3329
H 0.5334 -3.7710 -1.8452
H -1.8762 -0.6114 -1.8961
*
```

LUMO (spin up / spin down) = -15.72 / -15.46 eV

Stability check: which of them is least stable? *Q*.

*P*
DFT (wB97M-V/def2-TZVPD) results for the molecule H5NP4.

Geometry as ORCA input:
```
! wB97M-V def2-TZVPD RIJCOSX def2/J DEFGRID3
* xyz 0 1
N 2.0964 -0.9798 -0.2919
P 1.8932 0.6079 -0.2128
P -0.1177 0.3551 0.6566
P -1.3586 1.6493 -0.4820
P -0.4828 -1.5248 -0.3814
H 3.0529 -1.1936 -0.5459
H -2.2361 2.1178 0.6005
H -0.7390 2.8974 -0.0013
H -1.8003 -1.2969 -0.0208
H -0.3081 -2.6324 0.6788
*
```

LUMO = -0.76 eV
SMILES = N=P#P(P)P

*Q*
DFT (wB97M-V/def2-TZVPD) results for the molecule H5NP4.

Geometry as ORCA input:
```
! wB97M-V def2-TZVPD RIJCOSX def2/J DEFGRID3
* xyz 0 1
P 0.1926 0.0089 3.0214
P 0.5373 -0.2936 0.8691
N -0.4933 0.7238 0.3478
P -0.6371 1.0003 -1.7803
P -0.5186 -1.0278 -2.4977
H 0.5887 1.3425 2.9500
H 1.4797 -0.4292 3.3413
H -2.0204 0.9948 -1.6124
H 0.2179 -1.5159 -1.4143
H 0.6533 -0.8037 -3.2249
*
```

LUMO = -0.33 eV
SMILES = [PH2]#P=N[PH]#[PH2]

Stability check: which of them is least stable? *Q*.

*P*
DFT (wB97M-V/def2-TZVPD) results for a structure of composition C33H41N6SeSr.

Geometry as ORCA input:
```
! wB97M-V def2-TZVPD RIJCOSX def2/J DEFGRID3
* xyz 1 1
Sr -0.3521 2.5460 1.4404
C -4.1486 6.0702 -1.6020
C -5.0585 5.1203 -1.1455
C -4.6349 4.0513 -0.3747
C -3.2879 3.9275 -0.0513
C -2.3811 4.8716 -0.5148
C -2.8054 5.9409 -1.2906
N -2.7521 2.8730 0.7701
N -3.5406 1.9428 1.0039
C -3.1002 0.8475 1.7945
C -4.1278 -0.0566 2.0871
C -3.8448 -1.1971 2.8149
C -2.5372 -1.4307 3.2272
C -1.5289 -0.5149 2.9243
C -1.7630 0.6609 2.1982
H -4.4868 6.9100 -2.1951
H -6.1092 5.2192 -1.3924
H -5.3323 3.3122 -0.0071
H -1.3230 4.7669 -0.2894
H -2.0880 6.6692 -1.6508
H -5.1366 0.1633 1.7486
H -4.6305 -1.9025 3.0613
H -2.3033 -2.3337 3.7846
H -0.5224 -0.7388 3.2750
C -1.7169 -2.4634 -3.5910
C -2.9898 -1.6069 -3.6648
C -2.8561 -0.2159 -3.0313
C -2.9118 -0.1814 -1.5087
N -1.8110 -0.8857 -0.8410
C -0.5344 -0.4572 -0.7520
Se 0.1109 1.1519 -1.4257
N 0.1565 -1.3934 -0.0539
C 1.5849 -1.3839 0.2418
C 2.3215 -2.5218 -0.4663
C 2.2852 -2.4242 -1.9910
C 3.0990 -1.2553 -2.5454
C -0.7110 -2.4058 0.3570
C -0.5112 -3.5312 1.1439
C -1.6157 -4.3304 1.3906
C -2.8730 -4.0155 0.8610
C -3.0643 -2.8867 0.0839
C -1.9584 -2.0825 -0.1444
H -1.7745 -3.3054 -4.2837
H -1.5485 -2.8781 -2.5947
H -0.8401 -1.8669 -3.8653
H -3.8285 -2.1435 -3.2060
H -3.2477 -1.4685 -4.7162
H -3.6709 0.4269 -3.3751
H -1.9278 0.2462 -3.3669
H -3.8299 -0.6541 -1.1637
H -2.9142 0.8474 -1.1563
H 1.7006 -1.4623 1.3259
H 1.9679 -0.4170 -0.0730
H 1.8961 -3.4777 -0.1545
H 3.3624 -2.5099 -0.1247
H 1.2451 -2.3448 -2.3256
H 2.6724 -3.3582 -2.4023
H 2.6655 -0.2907 -2.2711
H 3.1375 -1.2954 -3.6360
H 4.1309 -1.2917 -2.1778
H 0.4586 -3.7765 1.5592
H -1.5037 -5.2152 2.0051
H -3.7145 -4.6645 1.0706
H -4.0404 -2.6475 -0.3201
N 2.0921 1.8670 1.9176
C 3.2211 1.6303 2.0634
N 4.4934 1.3654 2.2141
C 5.5029 2.4541 2.1012
C 6.8887 1.8344 2.0045
C 6.9301 0.7680 0.9055
C 5.8797 -0.3506 1.1393
C 4.9757 -0.0291 2.3209
H 5.4259 3.1213 2.9591
H 5.2951 3.0314 1.1997
H 7.1779 1.4039 2.9653
H 7.5977 2.6337 1.7923
H 7.9300 0.3418 0.8443
H 6.7378 1.2558 -0.0527
H 6.3590 -1.3122 1.3298
H 5.2619 -0.4680 0.2479
H 5.5090 -0.1349 3.2634
H 4.1162 -0.6945 2.3578
*
```

LUMO = -2.82 eV

*Q*
DFT (wB97M-V/def2-TZVPD) results for a structure of composition C33H41N6SeSr.

Geometry as ORCA input:
```
! wB97M-V def2-TZVPD RIJCOSX def2/J DEFGRID3
* xyz 1 1
Sr 0.2418 -2.4452 -0.9813
C 3.2417 0.9214 -4.9178
C 2.5151 1.0176 -3.7404
C 1.8989 -0.1127 -3.2236
C 2.0051 -1.3303 -3.8795
C 2.7290 -1.4322 -5.0607
C 3.3441 -0.3017 -5.5709
N 1.3399 -2.4382 -3.2561
N 1.2977 -3.4749 -3.9452
C 0.6481 -4.6234 -3.4011
C 0.7875 -5.7258 -4.2477
C 0.2331 -6.9369 -3.8788
C -0.4599 -7.0095 -2.6786
C -0.5933 -5.8857 -1.8675
C -0.0517 -4.6326 -2.1762
H 3.7274 1.7960 -5.3280
H 2.4259 1.9676 -3.2292
H 1.3167 -0.0329 -2.3113
H 2.8044 -2.3876 -5.5587
H 3.9132 -0.3749 -6.4878
H 1.3270 -5.6131 -5.1785
H 0.3342 -7.8058 -4.5138
H -0.9022 -7.9506 -2.3746
H -1.1588 -6.0120 -0.9479
C 1.3489 0.5416 5.3317
C 0.3922 -0.5720 5.7489
C 0.2694 -1.7211 4.7490
C -0.6475 -1.4738 3.5586
N -0.2477 -0.3471 2.7127
C 0.7836 -0.3407 1.8472
Se 1.8573 -1.8214 1.4650
N 0.8836 0.8953 1.3111
C 1.9123 1.3846 0.3942
C 2.8719 2.3614 1.0651
C 3.7362 1.7339 2.1550
C 4.7999 0.7899 1.6098
C -0.1290 1.6939 1.8271
C -0.4657 3.0221 1.5956
C -1.5354 3.5285 2.3111
C -2.2482 2.7390 3.2215
C -1.9198 1.4135 3.4429
C -0.8475 0.9048 2.7208
H 1.5679 1.1973 6.1736
H 0.9521 1.1721 4.5352
H 2.2968 0.1225 4.9874
H -0.5990 -0.1628 5.9707
H 0.7518 -0.9912 6.6904
H -0.1371 -2.6025 5.2514
H 1.2602 -2.0066 4.3887
H -1.6578 -1.2441 3.8985
H -0.7040 -2.3595 2.9237
H 1.3910 1.8540 -0.4444
H 2.4438 0.5095 0.0197
H 2.3087 3.2053 1.4680
H 3.5148 2.7698 0.2797
H 3.0977 1.2113 2.8744
H 4.2163 2.5373 2.7170
H 4.3627 -0.0885 1.1356
H 5.4525 0.4349 2.4062
H 5.4256 1.2974 0.8734
H 0.0854 3.6394 0.9012
H -1.8215 4.5614 2.1717
H -3.0695 3.1769 3.7709
H -2.4695 0.8153 4.1546
N -1.6330 -0.5877 -0.8969
C -2.5385 0.1341 -0.9664
N -3.5519 0.9409 -1.0572
C -4.3927 0.9306 -2.2760
C -5.2251 2.2028 -2.3103
C -4.3575 3.4336 -2.0749
C -3.6054 3.3687 -0.7271
C -3.7519 2.0074 -0.0612
H -5.0222 0.0392 -2.2715
H -3.7324 0.8851 -3.1453
H -6.0248 2.1465 -1.5688
H -5.7154 2.2576 -3.2825
H -4.9746 4.3296 -2.1235
H -3.6375 3.5152 -2.8922
H -3.9702 4.1298 -0.0357
H -2.5449 3.5703 -0.8811
H -4.7453 1.8764 0.3724
H -3.0247 1.8620 0.7388
*
```

LUMO = -2.56 eV

Stability check: which of them is least stable? *Q*.

*P*
DFT (wB97M-V/def2-TZVPD) results for the molecule C4H2N4.

Geometry as ORCA input:
```
! wB97M-V def2-TZVPD RIJCOSX def2/J DEFGRID3
* xyz 0 1
C -2.0449 0.0577 2.0690
N -1.5116 0.2718 0.9364
N -0.1879 0.2571 1.0306
C 0.3400 -0.2133 -0.0691
C 1.8171 0.0321 -0.1410
N 2.9038 -0.0959 -0.7425
C -0.1165 -0.2929 -1.3422
N -0.5587 -0.0303 -2.4318
H -1.4142 -0.3420 3.0725
H -3.0793 0.0210 2.2788
*
```

LUMO = -1.93 eV
SMILES = C=NN=C(C#N)C#N

*Q*
DFT (wB97M-V/def2-TZVPD) results for the molecule C4H2N4.

Geometry as ORCA input:
```
! wB97M-V def2-TZVPD RIJCOSX def2/J DEFGRID3
* xyz 0 1
N 0.7558 -0.3691 -3.1125
C 0.8433 -0.5414 -1.8529
C 0.5701 -0.3586 -0.5501
C -0.8238 -0.1263 -0.2404
C -0.8682 0.5436 1.0943
N 0.1403 0.5982 2.0372
N 1.2823 0.0612 1.5815
N 1.6104 -0.2231 0.3967
H -1.7151 -0.4547 -0.8314
H -1.7950 0.8700 1.4775
*
```

LUMO = -1.65 eV
SMILES = N#Cc1ccnnn1

Stability check: which of them is least stable? *P*.

*P*
DFT (wB97M-V/def2-TZVPD) results for the molecule C7H9NO3S.

Geometry as ORCA input:
```
! wB97M-V def2-TZVPD RIJCOSX def2/J DEFGRID3
* xyz 0 1
C -0.2709 -0.9102 0.8200
C -1.5158 -1.1276 1.1650
C 1.0976 1.4875 -0.2382
C -1.4267 -1.1061 -1.2386
C -0.0998 -0.6066 -0.6543
C -2.3724 -0.9105 -0.0665
C 3.3875 0.9938 0.2914
N 0.1263 0.8292 -0.9135
O 1.0851 2.6443 0.0800
O -3.4825 1.3962 0.8441
O 2.1399 0.5751 -0.2177
S -2.8983 0.7885 -0.3435
H 0.7283 -0.8190 1.3692
H -1.9945 -1.1730 2.1870
H -1.6707 -0.4987 -1.9968
H -1.3706 -2.1529 -1.4789
H 0.8383 -1.1808 -0.8769
H -3.1571 -1.6858 -0.1559
H 4.0946 0.9792 -0.5148
H 3.5478 0.4521 1.1990
H 3.2139 2.0255 0.7398
*
```

LUMO (spin up / spin down) = -1.67 / -0.80 eV

*Q*
DFT (wB97M-V/def2-TZVPD) results for a structure of composition C7H9NO3S.

Geometry as ORCA input:
```
! wB97M-V def2-TZVPD RIJCOSX def2/J DEFGRID3
* xyz 0 1
C -2.3059 0.9902 -0.9224
C 1.5019 1.2679 -1.0364
C -2.5247 -0.4492 -1.4792
C -0.4989 1.0741 0.8245
C -1.4316 -0.8854 -0.3065
C 1.0982 0.2348 -0.0831
C 2.0828 -0.2041 0.8470
N -1.5096 0.4703 0.1441
O -2.8545 2.0000 -1.1481
O 2.5664 1.8883 -0.9561
O 0.7692 -2.4761 -0.3114
S 0.3654 -1.2575 -1.0312
H 0.8297 1.6162 -1.9083
H -3.5098 -0.7226 -1.1357
H -2.3058 -0.4705 -2.5839
H -0.2138 0.6736 1.8033
H -0.4292 2.0595 0.5444
H -1.8028 -1.6752 0.3744
H 2.6633 0.5176 1.4173
H 2.9970 -0.9239 0.5400
H 1.6135 -0.8600 1.6916
*
```

LUMO = -0.03 eV

Stability check: which of them is least stable? *P*.

*P*
DFT (wB97M-V/def2-TZVPD) results for a cluster of 14 separate species, C6H41NO13 in total.

Geometry as ORCA input:
```
! wB97M-V def2-TZVPD RIJCOSX def2/J DEFGRID3
* xyz 0 1
C 1.0027 0.2458 -0.3336
N 0.4323 0.8390 0.9122
C -0.9450 1.3489 0.7296
C -1.1202 2.6006 1.6149
C 2.5421 0.2628 -0.2400
C 2.9189 -2.1312 0.4891
C 3.1173 -0.6566 0.8243
H 0.6879 -0.7500 -0.5371
H 0.6828 0.8883 -1.1874
H 0.4502 0.0801 1.6319
H -1.1082 1.6279 -0.3217
H -1.7091 0.5944 0.9930
H -2.1763 2.8193 1.6949
H -0.5596 3.4561 1.1515
H -0.6932 2.4248 2.5524
H 2.8599 1.3151 -0.1051
H 2.9438 -0.0280 -1.2327
H 3.2577 -2.3707 -0.5152
H 3.4640 -2.7581 1.1292
H 1.8187 -2.4310 0.5492
H 2.6787 -0.4473 1.7951
H 4.1285 -0.4752 0.9923
H 0.7290 -2.3059 3.6609
H -0.0657 -2.5244 2.3357
O 0.2212 -1.8130 2.9816
H 1.2217 -0.6567 -3.3555
H 0.0134 -1.3563 -2.9399
O 0.9259 -1.4984 -3.0675
H 0.4503 -3.2730 -1.7370
H -0.9978 -2.8809 -1.4214
O -0.3169 -3.5478 -1.2903
H -4.6426 1.0850 -1.1215
H -3.2190 0.8010 -1.7290
O -3.9860 0.3658 -1.3693
H 1.0226 1.9950 -3.3336
H -0.1402 1.0393 -3.3597
O 0.7927 1.1291 -3.6756
H 1.3555 2.7406 0.5259
H 2.1426 3.9918 0.8754
O 1.7951 3.4985 0.1106
H -0.5182 -3.6688 0.4316
H -1.6401 -3.1073 1.1791
O -0.8510 -3.5827 1.3359
H -0.2461 3.0741 -1.9744
H 1.1439 3.5625 -1.4975
O 0.6018 3.4535 -2.3013
H -2.2964 -1.5063 -0.6272
H -3.0367 -1.7485 -2.0006
O -2.1626 -1.6126 -1.6163
H -3.7400 -2.0688 1.1550
H -2.6071 -1.2519 1.7586
O -2.8288 -1.7886 0.9696
H 1.6253 1.9406 2.2365
H 3.0138 2.2694 2.8686
O 2.1597 2.6212 2.6555
H -2.0813 0.6483 -3.6587
H -1.7334 -0.1306 -2.3809
O -1.7429 0.7714 -2.7944
H -1.2135 -1.0351 3.3211
H -1.7535 0.3778 3.0674
O -2.0687 -0.4621 3.1956
*
```

LUMO = 0.00 eV

*Q*
DFT (wB97M-V/def2-TZVPD) results for a cluster of 14 separate species, C6H41NO13 in total.

Geometry as ORCA input:
```
! wB97M-V def2-TZVPD RIJCOSX def2/J DEFGRID3
* xyz 0 1
C -0.4539 -2.4217 2.0137
C -1.0777 -3.3297 0.9858
N -1.9911 -2.5730 0.1193
C -2.4462 -3.5859 -0.9008
C -0.2383 -1.7728 -1.6680
C -1.3115 -1.4778 -0.5920
C -2.3384 -0.5688 -1.3780
H -1.1689 -1.8244 2.5995
H -0.0552 -2.9570 2.8688
H 0.4118 -1.8315 1.7045
H -0.2764 -3.8203 0.4039
H -1.6219 -4.1091 1.5059
H -2.7745 -3.0622 -1.7925
H -1.6068 -4.2570 -1.0966
H -3.2671 -4.2176 -0.5739
H 0.2450 -0.8048 -1.7186
H 0.5363 -2.4416 -1.3640
H -0.7731 -2.0414 -2.5806
H -0.9207 -0.7527 0.1309
H -1.7869 0.1732 -1.9175
H -2.8682 -1.2621 -2.0271
H -3.0215 -0.1712 -0.6267
H 4.4136 2.0915 1.5356
H 3.3557 1.1580 2.0664
O 3.5656 2.0942 2.0113
H -3.8444 1.9321 1.9318
H -3.2425 0.5164 2.0268
O -3.1653 1.4130 2.3630
H 1.0590 0.9987 -2.7260
H 1.6839 2.0461 -1.7025
O 0.9212 1.4849 -1.8971
H 1.7854 -3.7272 -0.7326
H 3.2883 -4.0257 -0.6000
O 2.6507 -3.4453 -1.0424
H 3.2501 -0.2848 -0.7080
H 3.5707 -1.2071 -1.8205
O 3.9877 -0.5151 -1.3020
H -1.5292 2.3575 -1.7804
H -2.6710 3.3359 -2.3637
O -2.4082 2.4463 -2.1629
H -5.0312 -1.9980 1.2061
H -5.0542 -1.2376 -0.0745
O -5.0846 -1.0918 0.8680
H -0.6153 1.2174 4.5780
H 0.4986 2.1546 4.3299
O 0.2722 1.4402 4.9233
H 3.6242 1.0054 -2.2323
H 4.1953 1.2710 -3.6169
O 3.5230 1.5867 -3.0142
H 2.4465 2.9764 0.5255
H 3.4843 3.2931 -0.6017
O 2.5849 2.9714 -0.4458
H 1.0628 0.5737 0.0348
H 1.2172 0.8328 1.5672
O 1.3166 0.1718 0.8754
H 0.5724 5.1373 -0.1831
H 1.1795 3.9829 -0.8358
O 0.2940 4.3616 -0.6696
H 0.1210 3.8256 1.1756
H 0.6500 4.2042 2.6080
O 0.8765 3.7613 1.7895
*
```

LUMO = 0.13 eV

Stability check: which of them is least stable? *Q*.

*P*
DFT (wB97M-V/def2-TZVPD) results for the ion C6H12N with charge +1.

Geometry as ORCA input:
```
! wB97M-V def2-TZVPD RIJCOSX def2/J DEFGRID3
* xyz 1 1
C 1.9196 -0.4637 1.2426
N 1.1677 0.5732 1.0799
C 0.3130 0.7965 -0.0264
C -0.2591 2.0043 -0.0946
C 0.1650 -0.2439 -1.0946
C -0.7621 -1.4436 -0.6373
C -2.1893 -0.9448 -0.4450
H 2.4239 -0.5892 2.1897
H 1.8081 -1.2045 0.4663
H 1.2973 1.2869 1.7923
H -0.2932 2.7773 0.6618
H -0.9059 2.1788 -0.9452
H -0.2130 0.1197 -2.0413
H 1.1337 -0.7211 -1.2593
H -0.6271 -2.1776 -1.4254
H -0.4467 -1.7832 0.3490
H -2.4444 -0.1853 -1.1881
H -2.2418 -0.3177 0.4548
H -2.8989 -1.7594 -0.3347
*
```

LUMO = -5.49 eV
SMILES = C=[NH+]C(=C)CCC

*Q*
DFT (wB97M-V/def2-TZVPD) results for a cluster of 2 separate species, C6H12N in total.

Geometry as ORCA input:
```
! wB97M-V def2-TZVPD RIJCOSX def2/J DEFGRID3
* xyz 1 1
C 2.8318 -0.2276 2.8186
C -1.8076 -1.4379 -1.6704
C -1.0315 -0.4587 -1.1258
C 0.0709 -0.6944 -0.0878
C -1.1265 2.0720 -1.0618
C -1.0646 0.7883 -1.7830
N 1.7464 -0.8171 2.3770
H 3.8340 -0.3343 2.3817
H 2.1457 -1.4536 3.2122
H -2.1568 -2.2707 -1.0683
H -2.1597 -1.4109 -2.6952
H -0.2995 -0.5748 0.9292
H 0.4648 -1.7001 -0.2266
H -2.1614 2.2795 -0.7625
H -0.5118 2.0954 -0.1593
H -1.5719 0.7794 -2.7524
H 2.7190 0.4792 3.6572
H -0.8229 2.9060 -1.6912
H 0.9016 -0.0198 -0.2917
*
```

LUMO = -6.56 eV

*R*
DFT (wB97M-V/def2-TZVPD) results for the ion C6H12N with charge +1.

Geometry as ORCA input:
```
! wB97M-V def2-TZVPD RIJCOSX def2/J DEFGRID3
* xyz 1 1
C -1.8312 0.7401 0.0864
C -1.0684 0.0972 -1.0644
C 0.2669 -0.3152 -0.4688
C 0.4593 -1.5692 0.0387
C 2.6225 0.4710 0.1984
C 1.2121 0.6826 -0.2137
N -2.2677 -0.2768 1.0010
H -1.0781 1.3607 0.6218
H -2.6213 1.3714 -0.3086
H -1.6112 -0.7916 -1.3874
H -0.9430 0.7574 -1.9206
H 0.0344 -2.4537 -0.4101
H 1.1991 -1.6679 0.8279
H 2.7347 0.0498 1.2003
H 3.0722 -0.2276 -0.5098
H 1.0324 1.6208 -0.7308
H -1.7723 -1.1537 0.9668
H 3.1735 1.4024 0.1432
H -2.6138 -0.0977 1.9298
*
```

LUMO = -6.97 eV

*S*
DFT (wB97M-V/def2-TZVPD) results for a cluster of 2 separate species, C6H12N in total.

Geometry as ORCA input:
```
! wB97M-V def2-TZVPD RIJCOSX def2/J DEFGRID3
* xyz 1 1
C 1.2057 -0.3539 -0.3533
C 1.6679 -1.2782 -1.2768
C 1.6457 -0.0919 1.0086
C 0.3544 0.7097 -0.4000
C -2.0127 -1.3365 0.9181
C -0.8109 1.1939 -1.2359
N 0.7340 1.1139 0.9947
H 1.2702 -1.3979 -2.2462
H 2.4845 -1.8208 -0.8686
H 1.2261 -0.7910 1.6242
H 2.6431 0.2110 1.3938
H -1.4273 -0.6967 0.3503
H -2.1381 -2.3740 0.8583
H -2.3718 -0.8831 1.8755
H -0.6311 0.6905 -2.1358
H -0.6464 2.3000 -1.3906
H -1.7010 0.9008 -0.6005
H -0.1598 1.1364 1.5341
H 1.2335 1.9894 1.2052
*
```

LUMO (spin up / spin down) = -5.02 / -3.75 eV

Stability check: which of them is least stable? *Q*.